DFT (ωB97M-V with the def2-TZVPD basis set) results for a cluster of 10 separate species, C9H36N5O12 in total.

The total charge is -1. The total energy comes out at -1541.133872 Ha. The HOMO energy is -0.258 Eh. The spin multiplicity is 1. For the energy relative to the best compared isomer or geometry (same formula, charge and spin), the calculation gives 0.0 kcal per mole. The calculation puts the strongest force on any atom at 1.61 eV/A.

```
62
Properties=species:S:1:pos:R:3:forces:R:3:mulliken_charge:R:1
N -0.026 0.371 -0.370 -0.6 -0.3 0.5 0.5908
O -0.377 1.500 0.054 0.4 -0.7 -0.6 -0.6375
O 1.009 -0.183 0.116 -0.8 0.3 -0.5 -0.4915
O -0.742 -0.247 -1.193 1.0 0.4 0.6 -0.5080
C 3.846 1.143 1.674 -0.1 -0.2 0.4 -0.4004
O 3.815 0.144 0.659 0.0 0.3 0.3 -0.5778
H 3.832 0.697 2.684 0.0 0.2 -0.3 0.2061
H 4.770 1.721 1.628 -0.1 0.0 -0.4 0.3720
H 2.972 1.794 1.610 0.1 0.1 -0.1 -0.0003
H 2.881 0.037 0.423 0.2 -0.1 -0.1 0.4506
C 2.363 -1.219 3.484 0.0 0.0 0.0 -0.6092
O 1.226 -0.414 3.225 -0.3 0.0 0.1 -0.4808
H 3.191 -0.926 2.835 -0.1 -0.6 0.0 0.2311
H 2.674 -1.034 4.513 -0.1 0.1 0.0 0.2648
H 2.130 -2.284 3.403 0.1 0.0 -0.2 0.2302
H 0.964 -0.483 2.296 0.4 0.1 -0.1 0.2372
C -0.232 5.103 -0.659 -0.4 -0.2 -0.3 -0.4865
O -1.311 5.342 0.231 0.2 0.4 0.0 -0.4920
H 0.698 5.443 -0.211 0.0 -0.1 0.2 0.2409
H -0.184 4.031 -0.872 0.4 0.1 -0.1 0.0881
H -0.346 5.663 -1.596 -0.1 -0.1 0.0 0.3056
H -2.084 4.887 -0.115 0.0 -0.1 0.1 0.3172
C -1.359 -2.343 2.130 -0.5 0.4 0.1 -0.4766
O -1.480 -1.391 3.187 0.4 0.0 0.1 -0.5832
H -1.948 -3.221 2.390 0.2 -0.3 0.1 0.3294
H -1.841 -1.944 1.230 0.3 0.0 -0.1 0.1713
H -0.319 -2.616 1.931 -0.1 -0.1 0.0 0.1982
H -0.597 -1.053 3.429 -0.3 -0.2 -0.1 0.4363
C 2.187 -2.127 -2.403 1.0 0.2 0.3 -0.5259
O 1.631 -2.650 -1.207 -0.2 0.4 -0.4 -0.5712
H 2.785 -2.894 -2.914 -0.6 -0.3 0.0 0.3244
H 1.428 -1.704 -3.070 0.1 -0.1 0.0 0.1452
H 2.974 -1.372 -2.209 -0.6 0.2 0.1 0.2321
H 1.104 -1.919 -0.814 0.4 -0.4 0.0 0.2851
C 0.701 3.849 2.653 0.7 0.1 -0.8 -0.1787
O -0.471 3.097 2.468 -0.5 0.2 0.7 -0.4638
H 1.550 3.186 2.870 0.1 0.1 -0.3 0.1112
H 0.865 4.447 1.749 0.5 -0.2 0.1 -0.0646
H 0.715 4.595 3.454 -0.9 -0.3 0.2 0.3149
H -0.493 2.788 1.553 0.2 0.0 0.2 0.3828
C -0.377 0.775 -4.437 -0.3 0.2 0.6 -0.5645
O -1.620 0.825 -3.722 0.6 -0.1 -0.4 -0.5368
H 0.472 1.126 -3.828 -0.2 -0.2 0.0 0.2248
H -0.152 -0.240 -4.788 0.0 0.2 -0.1 0.2190
H -0.457 1.471 -5.273 -0.1 -0.2 -0.1 0.2840
H -1.547 0.250 -2.943 0.1 0.3 -0.1 0.3867
C -1.403 -5.221 -2.150 0.9 0.2 -0.7 0.5888
O -2.504 -5.366 -1.695 -1.2 -0.4 0.6 -0.6301
N -0.903 -3.969 -2.448 -0.2 -1.2 -0.2 -0.2286
N -0.582 -6.305 -2.461 0.1 1.6 -0.1 -0.3654
H 0.032 -3.837 -2.770 0.3 0.2 0.2 0.1415
H -1.450 -3.184 -2.151 0.0 0.1 0.1 0.1348
H 0.320 -6.103 -2.841 0.2 -0.3 0.0 0.1647
H -0.877 -7.243 -2.312 -0.3 -0.2 0.1 0.1983
C -3.985 1.131 0.462 0.8 0.1 -0.2 0.4515
O -5.209 1.164 0.529 0.6 0.0 0.0 -0.7230
N -3.259 1.801 -0.513 -0.7 -0.2 0.6 -0.1731
N -3.183 0.409 1.342 -1.1 0.3 -0.4 -0.1291
H -3.782 2.183 -1.278 0.0 -0.1 -0.1 0.2022
H -2.251 1.754 -0.549 -0.1 -0.1 -0.1 0.1358
H -3.597 0.257 2.246 0.1 -0.2 0.0 0.2024
H -2.187 0.510 1.334 0.2 0.2 0.0 0.0987
```
Forces are in eV/Å.

***

DFT (ωB97M-V with the def2-TZVPD basis set) results for a cluster of 9 separate species, C9H36O9 in total.

The total energy comes out at -1041.449207 Ha. The HOMO energy is -0.371 Eh. The spin multiplicity is 1. For the energy relative to the best compared isomer or geometry (same formula, charge and spin), the calculation gives 139.0 kcal per mole. The calculation puts the strongest force on any atom at 2.18 eV/A.

```
54
Properties=species:S:1:pos:R:3:forces:R:3:mulliken_charge:R:1
C 3.492 0.939 -2.552 0.6 0.1 0.4 -0.2507
O 4.712 1.156 -3.274 -0.3 0.4 0.3 -0.5587
H 2.652 0.637 -3.178 0.1 0.1 0.0 0.2671
H 3.576 0.266 -1.698 0.3 -0.7 -0.3 0.0717
H 3.288 1.863 -2.010 -0.2 0.3 -0.6 0.1801
H 5.124 0.365 -3.628 -0.4 -0.3 0.2 0.2911
C 1.448 3.236 1.485 0.8 1.5 -0.3 -0.7617
O 1.110 1.943 1.093 -0.5 -0.6 0.4 -0.2382
H 0.967 3.678 2.358 -0.4 -0.6 0.3 0.2517
H 2.526 3.310 1.631 0.1 0.1 0.0 0.3285
H 1.172 3.904 0.669 0.1 -0.1 -0.1 0.2363
H 1.471 1.308 1.717 0.0 -0.1 0.1 0.1774
C -2.053 3.162 0.188 -1.0 -1.9 -0.4 -0.4503
O -1.572 4.257 0.878 0.4 1.0 0.1 -0.5484
H -2.290 2.353 0.879 0.4 0.0 0.3 0.0784
H -3.031 3.336 -0.260 0.1 0.3 -0.4 0.3811
H -1.341 2.762 -0.533 0.0 0.1 -0.2 0.2174
H -1.543 4.968 0.234 0.2 0.4 0.3 0.3027
C -1.207 2.349 3.699 0.9 0.6 1.3 -0.3677
O -1.639 3.722 3.589 -0.2 -1.7 -0.1 -0.5457
H -0.174 2.404 4.043 0.4 -0.3 -0.2 0.2891
H -1.686 1.803 4.512 -0.6 0.4 0.0 0.3384
H -1.237 1.708 2.818 -0.3 0.4 -0.4 -0.1400
H -1.528 3.888 2.650 -0.2 0.8 -0.3 0.4029
C 0.526 -3.552 -2.902 0.6 0.9 0.4 -0.3587
O 0.018 -4.503 -1.999 -0.2 -0.8 -0.2 -0.5117
H 0.922 -2.732 -2.302 0.0 0.5 -0.3 0.0577
H 1.392 -3.926 -3.448 -0.2 -0.5 0.1 0.3048
H -0.197 -3.173 -3.624 -0.1 -0.1 0.0 0.2044
H -0.726 -4.121 -1.527 0.0 0.1 0.0 0.3153
C -2.593 -1.194 3.576 -0.1 -0.1 -1.1 -0.2887
O -2.088 -2.071 4.579 -0.2 0.9 -0.4 -0.4912
H -1.933 -1.169 2.709 0.4 -0.1 -0.1 0.0506
H -3.533 -1.544 3.148 -0.1 -0.2 0.6 0.3309
H -2.702 -0.149 3.866 -0.2 -0.1 0.5 0.1257
H -1.264 -1.628 4.794 0.3 -0.4 0.5 0.2953
C -3.141 -2.278 -3.494 -0.9 0.4 -1.1 -0.3621
O -3.544 -2.117 -4.899 0.6 0.1 1.2 -0.5436
H -3.991 -2.390 -2.821 -0.2 -0.3 -0.2 0.3434
H -2.464 -3.123 -3.367 0.1 0.1 0.0 0.1167
H -2.708 -1.322 -3.199 0.4 -0.2 -0.2 0.1351
H -4.256 -2.711 -5.148 0.0 -0.2 0.4 0.2902
C -0.241 -0.382 -0.341 0.0 -0.4 -0.9 -0.0925
O 0.514 0.566 -1.094 -0.7 -0.5 -0.1 -0.5124
H -1.033 -0.767 -0.983 -0.1 0.0 -0.3 0.1759
H 0.377 -1.247 -0.100 0.1 0.0 0.4 0.1126
H -0.768 -0.027 0.545 0.4 0.5 0.2 -0.0912
H 0.871 1.219 -0.487 0.1 0.1 0.4 0.4356
C 3.250 -2.815 0.351 1.4 0.1 0.5 -0.5331
O 3.148 -1.710 1.230 -0.9 0.7 0.2 -0.5000
H 4.024 -3.438 0.798 -0.2 -0.8 -0.2 0.3242
H 2.298 -3.342 0.274 0.1 0.2 0.0 0.2150
H 3.674 -2.515 -0.608 -0.5 0.0 -0.4 0.2102
H 3.931 -1.158 1.165 0.1 -0.2 -0.1 0.2892
```
Forces are in eV/Å.

***

Q: Which value of strongest force on any atom does entry 1 give?
A: 1.61 eV/A